Model a:
Here is a cluster of 2 separate species, C6H17N2 in total from the OMol25 dataset. Energies are from the ωB97M-V functional and the def2-TZVPD basis.

Output
total charge: +2
HOMO level (spin up / spin down): -19.77 / -19.77 eV
orbital gap (spin up / spin down): 0.264 / 0.263 Ha
multiplicity: 2
<S²>: 0.75

Atoms and positions in Å:
C  1.77  0.36  1.31
N  -0.40  -0.46  -0.34
C  -0.65  -0.02  -1.62
C  -0.68  -1.28  -2.46
C  -0.69  -1.04  -3.98
C  0.98  -0.22  2.53
N  0.41  0.87  3.28
C  -0.48  1.71  2.56
H  1.02  0.76  0.62
H  2.34  1.22  1.67
H  -1.18  -1.06  0.01
H  0.11  0.70  -1.94
H  -1.54  0.64  -1.74
H  0.22  -1.86  -2.17
H  -1.58  -1.83  -2.17
H  0.29  -1.03  -4.49
H  -1.27  -0.12  -4.14
H  -1.32  -1.82  -4.41
H  1.62  -0.83  3.17
H  0.26  -0.97  2.17
H  2.55  -0.20  0.81
H  0.28  0.59  4.26
H  -1.11  1.04  1.95
H  -1.00  2.40  3.23
H  0.03  2.43  1.90



Model b:
Here is the ion C6H17N2 with charge +2 from the OMol25 dataset. Energies are from the ωB97M-V functional and the def2-TZVPD basis.

Output
total charge: +2
HOMO level (spin up / spin down): -18.91 / -18.94 eV
orbital gap (spin up / spin down): 0.427 / 0.241 Ha
multiplicity: 2
<S²>: 0.75

Atoms and positions in Å:
C  1.31  0.99  -1.03
N  0.58  -0.12  -1.75
C  -0.23  -1.22  -1.09
C  0.49  -1.86  0.16
C  0.04  -1.27  1.54
C  -1.48  -1.31  1.82
C  0.40  2.25  -1.02
N  -0.54  2.14  0.15
H  1.71  0.85  -0.03
H  2.03  1.17  -1.87
H  1.32  -0.70  -2.16
H  -1.08  -0.57  -0.86
H  -0.51  -1.95  -1.83
H  1.50  -1.54  0.24
H  0.58  -2.89  -0.07
H  0.56  -1.64  2.41
H  0.40  -0.24  1.51
H  -1.81  -2.29  1.45
H  -2.12  -0.62  1.23
H  -1.69  -1.00  2.84
H  1.00  3.12  -0.91
H  0.00  2.32  -2.04
H  -0.79  3.10  0.46
H  -1.37  1.62  -0.17
H  -0.29  1.66  1.02



Model c:
Here is a cluster of 2 separate species, C6H17N2 in total from the OMol25 dataset. Energies are from the ωB97M-V functional and the def2-TZVPD basis.

Output
total charge: +2
HOMO level (spin up / spin down): -20.14 / -20.21 eV
orbital gap (spin up / spin down): 0.262 / 0.266 Ha
multiplicity: 2
<S²>: 0.80

Atoms and positions in Å:
C  2.62  -1.07  -0.92
N  -1.72  0.12  -1.11
C  -2.04  1.58  -1.15
C  -2.34  2.03  0.28
C  1.99  0.10  -0.03
N  0.54  0.02  -0.02
C  0.05  -1.26  0.59
C  0.64  -1.34  2.04
H  3.17  -0.65  -1.76
H  3.22  -1.76  -0.46
H  -0.72  -0.08  -0.93
H  -2.91  1.85  -1.79
H  -1.12  2.07  -1.51
H  -2.64  3.11  0.40
H  -1.52  1.94  0.98
H  -3.11  1.42  0.74
H  2.29  0.96  -0.63
H  2.49  0.25  1.02
H  1.71  -1.48  -1.36
H  -2.07  -0.37  -1.93
H  -1.03  -1.27  0.62
H  0.32  -2.15  0.07
H  0.59  -0.26  2.25
H  1.64  -1.83  2.06
H  -0.06  -1.93  2.55



Model d:
Here is a cluster of 2 separate species, C6H17N2 in total from the OMol25 dataset. Energies are from the ωB97M-V functional and the def2-TZVPD basis.

Output
total charge: +2
HOMO level (spin up / spin down): -19.62 / -19.63 eV
orbital gap (spin up / spin down): 0.303 / 0.297 Ha
multiplicity: 2
<S²>: 0.75

Atoms and positions in Å:
N  -3.58  0.46  -0.72
C  -2.39  -0.07  -0.18
C  -2.26  -0.23  1.33
N  0.75  0.06  0.14
C  1.22  0.32  -1.16
C  1.88  -0.94  -1.85
C  1.56  0.57  1.13
C  2.98  -0.10  1.39
H  -2.08  0.71  1.86
H  -3.96  0.11  -1.60
H  -3.73  1.47  -0.59
H  -1.55  0.53  -0.57
H  -2.22  -1.05  -0.62
H  -1.43  -0.90  1.53
H  -3.19  -0.58  1.78
H  1.97  1.11  -1.21
H  0.36  0.64  -1.75
H  1.47  -1.84  -1.41
H  1.73  -0.93  -2.93
H  2.94  -0.94  -1.64
H  1.04  0.58  2.08
H  1.79  1.61  0.90
H  3.37  -0.56  0.49
H  2.90  -0.89  2.12
H  3.63  0.67  1.79



Best to worst by energy: model b, model d, model a, model c.



Model a:
Here is a structure of composition C6H9O2P from the OMol25 dataset. Energies are from the ωB97M-V functional and the def2-TZVPD basis.

Output
total charge: 0
HOMO level: -7.98 eV
orbital gap: 0.296 Ha

Atoms and positions in Å:
C  -2.09  1.43  0.02
C  -0.85  1.69  -0.63
C  -2.14  0.39  0.91
C  0.18  0.91  -0.07
C  1.65  0.80  -0.51
C  -0.19  -2.21  0.12
O  2.30  -0.23  0.33
O  0.75  -2.07  -0.86
P  -0.46  -0.11  1.26
H  -2.89  2.18  -0.14
H  -0.74  2.50  -1.28
H  -2.88  0.02  1.54
H  2.22  1.76  -0.43
H  1.72  0.31  -1.54
H  -1.21  -2.41  -0.30
H  0.21  -2.86  1.04
H  2.80  0.14  1.03
H  1.64  -2.23  -0.50



Model b:
Here is an isolated molecule of C6H9O2P from the OMol25 dataset. Energies are from the ωB97M-V functional and the def2-TZVPD basis.

Output
total charge: 0
HOMO level: -9.77 eV
orbital gap: 0.378 Ha
SMILES string: O=C1C=C[C@@](O)(P)CC1

Atoms and positions in Å:
C  -0.27  1.64  -0.82
C  0.47  1.27  0.23
C  -0.92  0.64  -1.71
C  -1.33  -0.67  -1.07
C  -0.10  -1.27  -0.34
C  0.56  -0.17  0.64
O  -0.88  0.84  -2.90
O  1.95  -0.49  0.81
P  -0.15  -0.32  2.37
H  -0.45  2.76  -0.85
H  1.01  1.83  0.99
H  -2.18  -0.51  -0.45
H  -1.59  -1.32  -1.97
H  -0.38  -2.02  0.47
H  0.60  -1.77  -1.03
H  2.38  -0.36  -0.07
H  0.31  0.87  2.83
H  0.97  -0.95  2.86



Best to worst by energy: model b, model a.



Model a:
Here is a cluster of 2 separate species, CHCl2FS in total from the OMol25 dataset. Energies are from the ωB97M-V functional and the def2-TZVPD basis.

Output
total charge: 0
HOMO level (spin up / spin down): -9.95 / -8.41 eV
orbital gap (spin up / spin down): 0.352 / 0.221 Ha

Atoms and positions in Å:
C  0.03  1.76  -2.43
F  -0.32  2.63  -1.46
S  -0.05  -0.98  -0.70
Cl  1.59  1.80  -2.93
Cl  -1.19  1.39  -3.48
H  -0.52  -1.33  0.51



Model b:
Here is a cluster of 2 separate species, CHCl2FS in total from the OMol25 dataset. Energies are from the ωB97M-V functional and the def2-TZVPD basis.

Output
total charge: 0
HOMO level: -10.03 eV
orbital gap: 0.323 Ha
SMILES string: S=C(Cl)Cl.F

Atoms and positions in Å:
C  2.80  1.62  -0.49
F  -0.77  0.56  -0.19
S  2.84  2.16  1.02
Cl  1.77  2.41  -1.79
Cl  3.64  0.28  -1.10
H  -0.38  1.36  -0.44



Model c:
Here is a structure of composition CHCl2FS from the OMol25 dataset. Energies are from the ωB97M-V functional and the def2-TZVPD basis.

Output
total charge: 0
HOMO level: -9.24 eV
orbital gap: 0.327 Ha

Atoms and positions in Å:
C  1.04  -0.25  -0.71
F  2.27  -0.68  -0.71
S  0.12  -0.13  -2.78
Cl  0.98  1.37  -0.07
Cl  -1.74  -0.38  -2.04
H  0.26  -0.82  -0.42



Best to worst by energy: model b, model c, model a.



Model a:
Here is an isolated molecule of C26H31N3O5 from the OMol25 dataset. Energies are from the ωB97M-V functional and the def2-TZVPD basis.

Output
total charge: 0
HOMO level: -8.37 eV
orbital gap: 0.287 Ha
SMILES string: CCCOc1ccc(/C(O)=C2/C(=O)C(=O)N(CCCN3CCOCC3)[C@@H]2c2ccncc2)cc1

Atoms and positions in Å:
C  7.40  1.94  2.26
H  8.05  2.79  2.08
C  7.67  0.82  1.26
C  7.38  1.28  -0.17
H  7.70  0.52  -0.90
H  7.91  2.21  -0.38
O  6.02  1.61  -0.37
C  5.09  0.64  -0.52
C  3.77  1.08  -0.65
C  2.74  0.19  -0.81
C  2.98  -1.19  -0.85
C  4.31  -1.62  -0.75
C  5.35  -0.73  -0.58
H  6.35  -1.12  -0.50
H  4.51  -2.68  -0.80
C  1.93  -2.19  -1.00
C  0.66  -2.12  -0.50
C  -0.21  -3.27  -0.54
O  0.00  -4.32  -1.14
C  -1.36  -2.99  0.40
O  -2.26  -3.73  0.72
N  -1.15  -1.74  0.88
C  -1.96  -1.18  1.94
C  -3.05  -0.21  1.48
H  -2.60  0.69  1.06
H  -3.63  0.07  2.36
C  -3.99  -0.86  0.44
N  -5.16  -0.09  0.08
C  -6.15  0.06  1.13
H  -6.35  -0.91  1.57
C  -7.42  0.62  0.50
H  -8.18  0.81  1.26
O  -7.18  1.86  -0.13
C  -6.19  1.73  -1.12
H  -6.05  2.72  -1.55
C  -4.88  1.19  -0.54
H  -4.15  1.06  -1.33
H  -4.50  1.93  0.19
H  -6.54  1.04  -1.91
H  -7.81  -0.10  -0.24
H  -5.81  0.75  1.92
H  -4.33  -1.83  0.82
H  -3.42  -1.04  -0.48
H  -2.43  -2.04  2.44
H  -1.30  -0.68  2.66
C  -0.04  -1.03  0.28
C  -0.57  0.07  -0.62
C  -0.50  1.41  -0.25
C  -1.05  2.36  -1.10
N  -1.65  2.06  -2.24
C  -1.72  0.79  -2.58
C  -1.21  -0.24  -1.81
H  -1.30  -1.27  -2.14
H  -2.22  0.59  -3.52
H  -1.01  3.41  -0.85
H  -0.01  1.70  0.67
H  0.60  -0.60  1.06
O  2.33  -3.30  -1.62
H  1.57  -3.96  -1.63
H  1.74  0.56  -0.95
H  3.59  2.14  -0.64
H  8.72  0.52  1.31
H  7.05  -0.04  1.50
H  7.56  1.58  3.28
H  6.37  2.27  2.17



Model b:
Here is an isolated molecule of C26H31N3O5 from the OMol25 dataset. Energies are from the ωB97M-V functional and the def2-TZVPD basis.

Output
total charge: 0
HOMO level: -8.20 eV
orbital gap: 0.325 Ha
SMILES string: COc1ccc(CNC(=O)[C@H]2CC(=O)N(c3ccc(OCC(=O)N4CCCCC4)cc3)C2)cc1

Atoms and positions in Å:
C  -0.08  -4.07  0.68
H  -0.78  -4.85  0.37
O  0.93  -4.05  -0.31
C  2.00  -3.23  -0.14
C  2.98  -3.31  -1.12
C  4.12  -2.54  -1.03
C  4.31  -1.67  0.04
C  3.32  -1.58  1.00
C  2.17  -2.34  0.92
H  1.42  -2.24  1.69
H  3.45  -0.90  1.83
C  5.53  -0.79  0.12
N  5.15  0.59  -0.15
C  5.22  1.55  0.78
O  5.79  1.42  1.84
C  4.46  2.85  0.45
C  3.01  2.64  0.92
N  2.38  2.03  -0.23
C  3.04  2.29  -1.39
O  2.72  1.93  -2.50
C  4.26  3.13  -1.03
H  4.02  4.18  -1.20
H  5.12  2.88  -1.66
C  1.23  1.23  -0.08
C  0.38  1.43  0.99
C  -0.74  0.64  1.17
C  -1.02  -0.38  0.27
C  -0.17  -0.58  -0.82
C  0.95  0.21  -0.99
H  1.59  0.04  -1.84
H  -0.39  -1.37  -1.51
O  -2.09  -1.24  0.35
C  -3.03  -1.05  1.39
H  -3.74  -1.88  1.28
C  -3.80  0.28  1.35
O  -3.87  0.95  2.36
N  -4.35  0.65  0.18
C  -4.44  -0.14  -1.03
H  -3.84  -1.04  -0.95
C  -5.91  -0.50  -1.30
C  -6.75  0.77  -1.40
C  -6.58  1.60  -0.13
C  -5.10  1.89  0.11
H  -4.95  2.42  1.05
H  -4.70  2.49  -0.71
H  -7.12  2.54  -0.21
H  -6.97  1.05  0.73
H  -7.80  0.51  -1.55
H  -6.42  1.35  -2.26
H  -5.97  -1.08  -2.22
H  -6.28  -1.12  -0.48
H  -4.05  0.46  -1.86
H  -2.56  -1.12  2.37
H  -1.38  0.83  2.02
H  0.57  2.22  1.70
H  2.54  3.61  1.16
H  2.95  2.00  1.80
H  4.95  3.66  0.99
H  4.62  0.72  -1.00
H  5.97  -0.80  1.12
H  6.29  -1.11  -0.61
H  4.88  -2.62  -1.80
H  2.83  -3.99  -1.94
H  -0.61  -3.12  0.74
H  0.33  -4.33  1.66



Best to worst by energy: model b, model a.



Model a:
Here is an isolated molecule of C18H20N2O2S from the OMol25 dataset. Energies are from the ωB97M-V functional and the def2-TZVPD basis.

Output
total charge: 0
HOMO level: -7.74 eV
orbital gap: 0.303 Ha
SMILES string: Cc1ccc([C@@H](NS(C)(=O)=O)c2c(C)[nH]c3ccccc23)cc1

Atoms and positions in Å:
C  2.79  2.37  -0.87
C  2.51  0.91  -0.82
N  3.54  -0.02  -0.86
C  3.01  -1.31  -0.70
C  1.57  -1.17  -0.59
C  0.76  -2.30  -0.41
C  1.40  -3.54  -0.35
C  2.78  -3.67  -0.44
C  3.60  -2.55  -0.61
C  1.29  0.25  -0.65
C  0.04  0.87  -0.10
C  -1.29  0.19  -0.59
C  -1.52  -0.66  -1.71
C  -2.79  -1.28  -1.85
C  -3.83  -1.00  -0.96
C  -5.12  -1.77  -1.04
C  -3.62  -0.06  0.04
C  -2.38  0.56  0.18
H  1.86  2.86  -1.24
H  3.01  2.78  0.12
H  3.63  2.60  -1.56
H  4.50  0.21  -0.94
H  -0.32  -2.18  -0.32
H  0.76  -4.43  -0.22
H  3.19  -4.66  -0.38
H  4.68  -2.64  -0.69
H  -0.07  1.96  -0.46
H  -0.75  -0.82  -2.46
H  -2.94  -2.00  -2.66
H  -5.84  -1.36  -0.33
H  -5.59  -1.74  -2.03
H  -4.97  -2.83  -0.78
H  -4.43  0.15  0.74
H  -2.27  1.35  0.91
C  0.01  3.15  3.71
S  0.53  2.93  1.97
N  0.23  1.39  1.38
O  -0.27  3.80  1.13
O  1.96  3.19  2.12
H  -0.07  4.25  3.85
H  -0.96  2.72  4.01
H  0.80  2.83  4.40
H  0.60  0.69  2.09



Model b:
Here is a structure of composition C18H20N2O2S from the OMol25 dataset. Energies are from the ωB97M-V functional and the def2-TZVPD basis.

Output
total charge: 0
HOMO level: -7.96 eV
orbital gap: 0.290 Ha

Atoms and positions in Å:
C  0.93  -4.59  1.50
O  1.72  -3.32  1.54
C  1.37  -2.21  0.76
C  2.42  -1.27  1.00
C  2.49  -0.08  0.26
C  1.30  0.03  -0.45
C  0.39  -1.00  -0.54
C  0.42  -2.18  -0.21
O  -0.50  -3.23  -0.37
C  -1.51  -2.93  -1.20
H  -1.36  -2.90  -2.24
H  -2.17  -4.02  -1.29
H  -2.00  -2.10  -0.97
H  -0.60  -0.73  -1.41
C  1.19  1.43  -1.26
N  1.32  2.37  0.05
C  0.62  3.52  0.22
S  0.98  4.76  1.10
N  -0.87  3.53  -0.54
C  -1.77  2.36  -0.24
C  -1.49  1.29  0.46
C  -2.59  0.21  0.75
C  -3.71  0.34  -0.17
C  -3.86  1.35  -0.92
C  -2.93  2.40  -1.43
H  -3.00  3.34  -1.85
H  -4.47  1.49  -1.66
H  -4.48  -0.41  -0.21
H  -2.32  -0.55  1.44
H  -0.65  1.36  1.28
H  -1.28  4.36  -0.60
C  2.59  2.32  0.58
C  3.21  1.04  0.51
H  3.99  1.05  -0.39
H  3.99  0.82  1.37
H  2.05  2.49  1.73
H  3.23  3.20  0.26
H  0.11  1.60  -1.40
H  1.91  1.55  -1.86
H  3.06  -1.65  1.78
H  -0.06  -4.40  1.89
H  1.31  -5.51  2.31
H  1.03  -5.12  0.44



Best to worst by energy: model a, model b.



Model a:
Here is a cluster of 15 separate species, H29O15 in total from the OMol25 dataset. Energies are from the ωB97M-V functional and the def2-TZVPD basis.

Output
total charge: -1
HOMO level: -7.19 eV
orbital gap: 0.358 Ha

Atoms and positions in Å:
O  2.64  -0.07  -2.57
H  2.46  0.59  -3.22
H  -1.56  1.60  -3.91
O  3.31  0.88  -0.35
H  2.28  0.94  -0.38
H  3.22  0.49  -1.20
O  -0.64  1.15  -4.05
H  1.03  -3.41  0.34
H  -0.43  0.66  -3.14
O  -0.18  2.02  3.05
H  -0.89  1.98  2.46
H  0.40  1.27  2.88
O  -1.07  2.58  -0.33
H  -1.27  1.67  -0.33
H  -0.23  2.77  -0.54
O  -0.07  -2.32  -0.56
H  -0.43  -3.06  -1.16
H  0.48  -1.92  -1.00
O  0.67  -1.02  1.71
H  1.56  -0.67  1.70
H  0.66  -2.00  1.78
O  0.21  -0.10  -1.76
H  -0.16  0.55  -1.19
H  1.72  -0.13  -2.11
O  -3.97  0.70  0.96
H  -3.54  0.88  1.72
H  -3.38  0.24  0.26
O  -1.05  -0.41  4.41
H  -0.94  0.38  3.79
O  4.05  -0.41  1.86
H  3.85  0.05  0.85
H  4.96  -0.85  1.89
O  -1.92  -0.21  -0.19
H  -1.81  0.07  -1.13
H  -1.26  -1.05  -0.16
O  -1.70  -1.76  -2.66
H  -1.75  -2.01  -3.51
H  -0.81  -1.25  -2.73
O  1.83  -3.90  0.55
H  2.46  -3.45  -0.09
H  -0.29  -0.45  4.83
O  -2.93  2.90  1.51
H  -2.10  3.32  1.13
H  -3.38  2.76  0.62



Model b:
Here is a cluster of 15 separate species, H29O15 in total from the OMol25 dataset. Energies are from the ωB97M-V functional and the def2-TZVPD basis.

Output
total charge: -1
HOMO level: -6.07 eV
orbital gap: 0.313 Ha

Atoms and positions in Å:
O  1.10  -0.06  -4.96
H  0.20  -0.14  -4.60
H  0.76  1.52  -0.50
O  1.53  -4.02  0.83
H  0.75  -4.51  0.49
H  1.26  -3.11  0.64
O  1.72  1.69  -0.37
H  3.95  -2.26  0.34
H  -0.16  0.47  -1.66
O  -1.72  4.10  2.99
H  -1.74  3.27  2.49
H  -2.64  4.38  3.04
O  1.06  -1.31  0.82
H  1.72  -0.84  0.28
H  -1.14  4.58  -3.16
O  -0.88  1.41  0.21
H  -1.36  -1.14  -0.10
H  -1.42  2.16  -0.04
O  3.87  -1.62  -0.39
H  0.55  -0.58  1.21
H  3.60  -2.17  -1.13
O  -1.91  1.23  3.00
H  -2.07  0.90  2.12
H  1.12  0.89  -4.82
O  -3.07  -2.45  2.50
H  -2.62  -1.86  1.88
H  -3.96  -2.20  2.28
O  -2.17  -0.73  0.22
H  -1.84  0.27  0.23
O  -0.85  -2.18  4.39
H  -0.17  -2.81  4.15
H  -1.69  -2.36  3.96
O  -0.39  -4.97  -0.87
H  -1.32  -4.75  -0.84
H  0.13  -4.22  -1.16
O  -1.10  4.88  -2.26
H  -0.29  5.20  -1.85
H  -1.25  0.73  3.48
O  -0.03  0.62  -2.62
H  0.81  1.08  -2.52
H  2.01  1.44  0.51
O  3.26  3.53  -2.87
H  2.71  2.82  -3.22
H  3.65  3.10  -2.11



Best to worst by energy: model b, model a.